# 1
Molecular formula: C5H16N2O2
Method: DFT, ωB97M-V with the def2-TZVPD basis set

Structure (XYZ):
```
25
Properties=species:S:1:pos:R:3:forces:R:3
C 2.10470 0.91298 1.87723 0.09 -1.86 -0.98
N 1.31160 0.94173 0.63128 -0.17 0.39 0.53
C -0.13745 0.91810 0.90880 0.40 -0.45 -0.61
C -0.96253 0.43490 -0.31730 -0.33 0.15 0.64
C -2.09486 1.42405 -0.60394 -0.07 -0.17 0.12
N -1.51865 -0.90306 -0.04018 -0.05 0.09 -0.16
C -0.87608 -2.00317 -0.71159 -0.32 0.53 0.31
O -1.20075 -2.16586 -2.07463 -0.31 -0.20 -0.60
H 3.12886 0.66082 1.58312 0.13 0.76 0.24
H 1.81810 -0.01147 2.39413 -0.24 0.36 0.25
H 2.00225 1.76179 2.53400 0.09 0.40 0.19
H 1.51094 1.82516 0.17366 0.11 -0.10 -0.22
H -0.49081 1.88000 1.29851 -0.06 -0.03 -0.04
H -0.31666 0.14590 1.64463 0.04 0.04 0.44
H -0.27442 0.34307 -1.15986 0.01 0.28 -0.19
H -2.92308 0.92931 -1.10877 -0.03 0.10 -0.18
H -2.48715 1.89150 0.30448 0.02 -0.31 0.04
H -1.75133 2.24151 -1.21514 0.17 0.31 -0.37
H -2.50372 -0.92128 -0.25764 -0.16 -0.05 0.06
H -1.21322 -2.92351 -0.23926 0.20 -0.10 -0.04
H 0.18583 -1.84686 -0.57962 0.43 -0.23 0.04
H -0.93423 -1.42676 -2.63708 0.17 -0.03 0.44
O 2.82545 -1.34769 -1.05458 0.22 0.13 -0.19
H 2.39031 -2.15141 -0.76325 -0.07 0.04 0.11
H 2.40689 -0.60976 -0.58700 -0.26 -0.05 0.16
```
Forces are in eV/Å.

Computed properties:
E_HOMO   -9.16 eV
Structure (SMILES)   CNC[C@H](C)NCO.O
Lowest unoccupied orbital energy   0.0324 Eh
Frontier orbital gap   0.3691 hartree



# 2
Molecular formula: C5H16N3
Method: DFT, ωB97M-V with the def2-TZVPD basis set

Structure (XYZ):
```
24
Properties=species:S:1:pos:R:3:forces:R:3
N 0.93679 0.08214 -2.67152 -0.74 0.10 0.83
C -0.34750 -0.01782 -1.84865 0.29 0.11 -0.81
C -1.42693 0.81020 -2.53760 0.03 -0.39 0.34
C -0.08672 0.40492 -0.40673 -0.06 -0.27 0.73
N -0.02307 -0.74932 0.48993 0.21 -0.03 0.00
C 0.96630 -0.69244 1.57130 0.38 0.01 -0.50
C 0.31613 -0.85630 2.92051 -0.15 -0.14 0.17
N -0.41174 0.36347 3.27751 0.16 0.06 0.45
H 0.73978 -0.20139 -3.66922 0.36 -0.02 0.02
H 1.65361 -0.54058 -2.22832 0.16 0.02 -0.40
H 1.28120 1.07799 -2.62377 0.18 -0.17 -0.31
H -0.58888 -1.07963 -1.88557 -0.14 0.10 0.24
H -1.05398 1.80978 -2.71364 -0.10 0.31 -0.17
H -2.28544 0.86795 -1.87133 -0.12 0.07 0.09
H -1.77565 0.35970 -3.46543 0.23 0.06 -0.14
H 0.83127 0.98252 -0.27123 -0.07 -0.09 -0.39
H -0.89125 1.07087 -0.09789 -0.17 0.21 0.00
H -0.93323 -0.90798 0.89688 -0.04 0.03 -0.03
H 1.47821 0.27809 1.53591 0.05 -0.09 0.11
H 1.74045 -1.46153 1.41165 -0.24 0.15 0.12
H 1.03239 -1.20891 3.67463 0.08 0.22 -0.08
H -0.42011 -1.65062 2.83007 -0.15 -0.26 0.04
H 0.25083 1.07186 3.58489 -0.05 0.00 -0.20
H -0.98248 0.18704 4.09762 -0.12 -0.01 -0.10
```
Forces are in eV/Å.

Computed properties:
Multiplicity   2
E_HOMO (alpha / beta)   -3.38 / -9.06 eV
Lowest unoccupied orbital energy (alpha / beta)   0.0346 / 0.0325 Eh
Frontier orbital gap (alpha / beta)   0.1590 / 0.3655 hartree



# 3
Molecular formula: C5H16N3
Method: DFT, ωB97M-V with the def2-TZVPD basis set

Structure (XYZ):
```
24
Properties=species:S:1:pos:R:3:forces:R:3
N 1.63526 0.17655 0.93829 -0.06 -2.30 3.15
C 0.14086 -0.26703 0.85546 0.14 1.13 0.05
C -0.58840 0.95512 1.42207 -1.68 2.33 -1.08
C -0.35697 2.38206 0.76146 -1.46 -1.73 0.39
N -1.23291 2.51864 -0.40230 1.23 1.36 -0.73
C 0.05440 -0.76421 -0.57965 -1.70 -2.10 -3.25
N 0.03152 -2.25730 -0.70264 -0.41 0.09 1.52
C 0.07639 -2.86314 -2.03874 3.42 -0.40 1.28
H 2.29137 -0.65495 0.83256 -0.20 0.68 -0.30
H 1.93388 0.99294 0.39299 0.06 0.39 -1.11
H 1.86327 0.51143 1.93094 -0.03 -0.30 -0.39
H -0.24897 -1.05220 1.55426 1.60 0.11 -0.58
H -1.70751 0.89632 1.37385 0.75 -0.64 -0.22
H -0.45124 1.11298 2.49555 0.68 -0.67 -0.10
H -0.65925 3.12237 1.50586 0.36 -0.02 0.28
H 0.67959 2.54857 0.47724 0.05 0.12 -0.01
H -1.31234 3.52860 -0.57560 -0.53 -0.97 -0.35
H -2.09636 2.00583 -0.49125 0.08 0.19 0.57
H 0.90944 -0.61753 -1.23484 0.44 1.17 0.62
H -0.77668 -0.47495 -1.28549 0.19 0.92 1.40
H -0.71361 -2.67335 -0.15095 0.08 0.23 -0.21
H -0.76880 -3.48155 -2.19812 -0.65 -0.72 -0.33
H 0.21001 -2.17987 -2.86568 -0.31 0.56 -0.07
H 1.08704 -3.46532 -2.01527 -2.06 0.56 -0.56
```
Forces are in eV/Å.

Computed properties:
Multiplicity   2
E_HOMO (alpha / beta)   -3.44 / -8.70 eV
Lowest unoccupied orbital energy (alpha / beta)   0.0299 / 0.0266 Eh
Frontier orbital gap (alpha / beta)   0.1563 / 0.3464 hartree



# 4
Molecular formula: C5H16N3O
Method: DFT, ωB97M-V with the def2-TZVPD basis set

Structure (XYZ):
```
25
Properties=species:S:1:pos:R:3:forces:R:3
C 2.80801 0.15407 0.03885 -1.15 2.20 1.63
C 1.09627 -1.67010 -0.18186 0.49 -2.30 1.03
C 1.41002 -0.22065 -0.35439 -1.08 1.76 -3.21
C 0.29257 0.56889 0.30936 -1.73 -0.42 -2.11
C -2.09587 -0.12954 0.05914 -0.27 2.35 -2.17
N 0.23516 2.05670 0.11094 -1.11 -0.52 -3.01
N -2.19747 -0.10902 -1.34939 0.11 -0.40 2.11
N -2.25484 -1.27879 0.75503 1.25 1.36 3.04
O -2.70345 0.98270 0.56739 0.85 0.30 2.27
H 2.65214 0.24813 1.15218 1.43 0.04 -0.80
H 3.09987 1.15348 -0.44599 -0.12 -1.46 0.96
H 3.43829 -0.63678 -0.25554 1.26 -0.58 -0.12
H 0.23910 -2.04498 -0.82019 1.13 0.39 0.66
H 0.83598 -1.84736 0.90143 -0.03 0.06 -0.90
H 2.03319 -2.34144 -0.29655 -1.62 1.05 -0.32
H 1.42642 0.02846 -1.48817 -0.66 -0.55 1.26
H 0.14693 0.38516 1.30040 0.15 -0.48 2.94
H -0.77698 2.39611 -0.10255 1.89 -0.81 -0.02
H 0.49912 2.60100 0.88904 0.91 0.81 1.19
H -1.75730 -0.88588 -1.81670 -0.27 0.33 -0.34
H -2.81983 0.54548 -1.82380 0.38 -0.54 0.39
H -1.81898 -1.20201 1.76235 -1.12 -0.72 -2.77
H -1.95744 -2.03276 0.20139 0.53 -1.60 -0.16
H 0.88186 2.24692 -0.71206 -1.20 0.27 1.23
H -2.71276 1.03218 1.59972 -0.04 -0.54 -2.77
```
Forces are in eV/Å.

Computed properties:
E_HOMO   -10.97 eV
Lowest unoccupied orbital energy   -0.1163 Eh
Frontier orbital gap   0.2869 hartree
Net charge   +1



# 5
Molecular formula: C5H16N3S
Method: DFT, ωB97M-V with the def2-TZVPD basis set

Structure (XYZ):
```
25
Properties=species:S:1:pos:R:3:forces:R:3
C -1.76480 -1.62452 -0.93852 4.18 0.02 -2.26
N -1.66437 -0.19118 -0.80108 -4.17 0.87 -0.13
C -0.85797 0.12521 0.34878 -3.33 3.36 -0.92
C -1.45574 1.44742 0.92793 1.58 0.37 -0.41
N 0.51694 0.29123 -0.19132 1.66 0.10 -0.68
C 0.80987 1.54123 -0.89201 -0.60 3.68 1.31
C 1.60840 -0.14513 0.69246 1.57 -3.01 -1.52
N 1.24216 -1.46985 1.12954 0.55 0.52 0.41
S 3.26302 -0.07078 -0.45525 -0.83 -0.84 1.79
H -0.69909 -1.95951 -1.32403 -1.84 0.13 0.42
H -1.83129 -2.06711 -0.00577 -0.89 -1.41 1.78
H -2.44161 -1.94372 -1.69147 -0.75 -0.20 -0.35
H -2.73355 0.10848 -0.63305 3.41 -0.23 -0.38
H -0.91644 -0.67537 0.98486 0.69 -1.62 2.01
H -0.99177 1.92260 1.75426 1.21 -0.27 1.15
H -2.47227 1.62129 1.20010 -1.15 -1.40 -0.14
H -1.30145 2.19317 0.18698 -0.06 0.60 -1.01
H 0.61536 -0.29742 -1.02372 -0.49 -0.95 0.33
H -0.00463 1.72500 -1.55607 -0.54 -0.13 -0.68
H 0.76782 2.45120 -0.18862 0.53 -1.59 -0.83
H 1.73527 1.54663 -1.45906 0.00 -0.38 0.25
H 1.81037 0.46771 1.51354 -0.04 1.27 1.05
H 0.84840 -2.06205 0.42111 0.01 -0.11 -0.52
H 1.96092 -2.01248 1.60103 -0.05 0.51 0.06
H 3.95645 -0.92205 0.39939 -0.64 0.70 -0.75
```
Forces are in eV/Å.

Computed properties:
E_HOMO   -13.40 eV
Structure (SMILES)   CN[C@H](C)[N@@H+](C)[C@@H](N)S
Lowest unoccupied orbital energy   -0.1060 Eh
Frontier orbital gap   0.3862 hartree
Net charge   +1



# 6
Molecular formula: C5H16NO
Method: DFT, ωB97M-V with the def2-TZVPD basis set

Structure (XYZ):
```
23
Properties=species:S:1:pos:R:3:forces:R:3
C 1.06527 0.85519 -1.27239 0.27 -0.07 0.67
C -0.29179 0.23230 -0.94910 0.62 1.06 0.29
C -0.29448 -1.06945 -0.13606 -0.35 0.38 -0.05
C -0.71637 -2.27997 -0.96441 -1.05 0.33 -0.28
C 0.99870 -1.34746 0.58073 1.78 -1.68 0.58
N -1.07325 1.32109 -0.15881 0.91 -0.94 -0.76
H 1.80998 0.07534 -1.44723 -0.20 0.17 -0.50
H 1.48334 1.41852 -0.43573 -0.14 -0.09 0.28
H 0.98824 1.57712 -2.07730 0.11 -0.19 -0.43
H -0.82814 0.22135 -1.88377 -0.46 -0.71 -0.22
H -1.05691 -0.95546 0.64585 -0.14 0.08 -0.16
H -1.08347 -3.03344 -0.28023 0.46 -0.54 0.08
H 0.04243 -2.65843 -1.65074 0.07 0.01 0.28
H -1.61748 -2.05986 -1.55462 0.25 0.17 -0.06
H 0.87000 -1.92956 1.50043 -0.47 0.26 -0.03
H 1.72314 -0.58201 0.85270 -0.57 0.64 -0.09
H 1.61818 -2.05984 0.00971 -0.21 0.32 -0.24
H -0.60697 1.46449 0.74255 -0.14 0.38 0.26
H -2.01968 0.97511 -0.03412 -0.24 0.41 0.15
H -1.02017 2.15568 -0.74730 -0.40 0.15 0.52
H 0.49075 3.16414 2.94574 0.03 -0.04 0.00
H -0.54879 2.20223 3.52681 0.24 0.02 -0.17
O 0.06747 2.31292 2.78729 -0.37 -0.11 -0.11
```
Forces are in eV/Å.

Computed properties:
E_HOMO   -15.35 eV
Lowest unoccupied orbital energy   -0.1170 Eh
Frontier orbital gap   0.4472 hartree
Net charge   +1



# 7
Molecular formula: C5H16NO
Method: DFT, ωB97M-V with the def2-TZVPD basis set

Structure (XYZ):
```
23
Properties=species:S:1:pos:R:3:forces:R:3
C -0.05604 1.78831 -1.43653 -0.53 0.80 -0.17
C 0.00192 1.63959 0.06226 -0.35 -1.24 0.74
C -0.33665 0.22703 0.60067 -0.20 -0.38 0.02
C 0.87232 -0.66223 0.32900 0.51 0.46 -0.53
C -1.60084 -0.38800 0.00776 -0.89 0.24 0.32
N -1.03938 2.57994 0.67934 1.43 0.73 0.24
H 0.87123 1.59614 -1.92913 0.71 -0.14 -0.11
H -0.80036 1.14987 -1.89621 -0.19 -0.25 0.11
H -0.35268 2.81069 -1.70776 0.28 -0.10 -0.04
H 0.95899 1.81818 0.55740 -0.01 0.81 -0.50
H -0.47568 0.33665 1.68089 0.05 -0.03 0.08
H 0.69827 -1.72739 0.30420 -0.45 -0.22 0.27
H 1.21273 -0.41083 -0.68401 0.23 -0.19 0.16
H 1.68893 -0.48469 1.02775 0.04 0.10 -0.04
H -1.39431 -1.01149 -0.84956 0.09 0.04 -0.39
H -2.14020 -1.02263 0.71396 0.40 -0.09 0.16
H -2.37644 0.34330 -0.27218 0.23 0.01 -0.20
H -1.90798 2.06201 0.79472 -0.37 0.42 -0.12
H -0.70168 2.93910 1.57414 -0.23 -0.58 0.38
H -1.09260 3.45396 0.14707 -0.71 -0.43 -0.37
H 3.43176 -5.83102 -0.00343 -0.44 0.17 0.16
H 1.89300 -5.82284 -0.05131 0.01 -0.14 -0.06
O 2.64567 -5.38366 0.35097 0.42 -0.01 -0.11
```
Forces are in eV/Å.

Computed properties:
E_HOMO   -13.44 eV
Lowest unoccupied orbital energy   -0.1281 Eh
Frontier orbital gap   0.3657 hartree
Net charge   +1



# 8
Molecular formula: C5H16NO5
Method: DFT, ωB97M-V with the def2-TZVPD basis set

Structure (XYZ):
```
27
Properties=species:S:1:pos:R:3:forces:R:3
O -1.23478 1.64523 -0.68187 0.34 -0.11 0.17
C -1.43310 0.50772 -1.16286 -0.83 0.02 -0.55
O -2.42619 -0.23570 -0.95562 0.06 -0.07 0.27
C -0.42484 0.01597 -2.20837 0.79 1.37 -1.22
C 1.04500 0.35137 -1.87722 0.60 -1.66 0.35
C 1.35839 0.11873 -0.36820 -0.04 -0.24 -1.95
C 1.54649 -1.36878 -0.13546 -0.41 -1.67 0.99
N 1.00202 -1.88642 1.14479 0.13 -0.27 -1.38
H -0.57388 -0.97199 -2.63681 -0.05 -0.46 0.83
H -0.57702 0.62088 -3.11414 -0.52 0.20 0.17
H 1.65171 -0.40195 -2.40198 0.07 0.14 -0.18
H 1.41562 1.29144 -2.27102 -0.43 0.44 0.30
H 0.44779 0.47622 0.10386 0.40 0.11 0.78
H 2.23589 0.70609 -0.14165 0.17 -0.15 0.49
H 2.53264 -1.84513 -0.19382 0.47 1.00 -0.06
H 1.04705 -1.96407 -0.90725 -0.43 0.44 -0.11
H 0.04230 -1.57643 1.20181 0.10 0.01 0.79
H 1.61406 -1.73297 1.92524 -0.41 0.45 0.35
H 1.01260 2.69551 0.34054 0.03 -0.13 -0.13
H 2.48149 2.25642 0.51096 -0.23 0.04 0.04
O 1.90869 3.02522 0.49644 0.03 0.55 0.14
H -2.03908 0.03540 3.19921 -0.72 -0.49 0.45
H -0.77163 -0.49034 2.90106 0.46 -0.60 0.38
O -1.44899 -0.64691 3.57712 0.19 1.04 -0.91
H -3.35015 0.28457 0.66332 0.27 0.45 0.09
H -3.49200 -0.92915 1.40547 -0.06 0.00 0.56
O -3.57008 0.01906 1.58643 0.01 -0.39 -0.64
```
Forces are in eV/Å.

Computed properties:
E_HOMO   -5.27 eV
Lowest unoccupied orbital energy   0.1248 Eh
Frontier orbital gap   0.3186 hartree
Net charge   -1



# 9
Molecular formula: C5H16NOSi
Method: DFT, ωB97M-V with the def2-TZVPD basis set

Structure (XYZ):
```
24
Properties=species:S:1:pos:R:3:forces:R:3
C -0.04229 1.44434 1.67833 -3.50 -0.88 0.53
C -0.32840 -0.68616 2.97447 0.97 -1.94 1.92
C 1.86525 0.21854 -2.83246 0.82 -2.33 0.96
C 0.14896 -0.04065 1.71670 0.18 0.14 -0.82
C -0.28449 0.46137 -1.88257 -1.58 -4.38 0.68
N -1.32587 0.99733 -1.32155 2.22 3.88 -0.22
O 0.85352 0.97360 -2.12855 -0.82 1.55 0.22
Si -0.67590 -1.46808 -2.05718 0.12 0.76 -2.85
H -1.12270 1.53712 2.06943 1.05 0.74 -1.52
H 0.42607 1.88509 2.46251 1.97 1.33 2.40
H 0.27479 1.98378 0.80304 -0.37 0.04 -0.59
H 0.55247 -0.81213 3.72279 -1.67 -0.05 -1.18
H -0.96308 -1.64838 2.91793 1.53 1.21 -0.32
H -1.00978 -0.01851 3.42100 -0.84 0.93 0.94
H 1.77687 -0.96311 -2.55977 1.00 3.04 0.17
H 2.80268 0.82986 -2.65329 -1.00 -1.50 -0.01
H 1.66023 0.13393 -3.87176 -0.41 0.77 -1.00
H 1.17066 -0.19902 1.50384 1.30 -0.83 -0.15
H -2.19430 0.57036 -1.16098 -0.93 -1.06 0.09
H -0.40963 -0.43903 0.91104 -0.57 -0.69 -1.20
H -1.28444 1.98512 -1.08566 -0.25 0.14 0.13
H -0.56126 -1.31528 -3.65352 0.14 -0.99 1.71
H -2.05747 -1.91834 -1.75256 0.19 0.58 0.19
H 0.29971 -2.06753 -1.17563 0.45 -0.46 -0.07
```
Forces are in eV/Å.

Computed properties:
E_HOMO   -14.36 eV
Lowest unoccupied orbital energy   -0.1363 Eh
Frontier orbital gap   0.3915 hartree
Net charge   +1



# 10
Molecular formula: C5H16NS
Method: DFT, ωB97M-V with the def2-TZVPD basis set

Structure (XYZ):
```
23
Properties=species:S:1:pos:R:3:forces:R:3
C -2.79152 -2.03731 -0.77800 -0.22 -0.03 0.24
C -1.59379 -2.21574 0.14458 -0.14 0.21 0.23
N -1.26550 -0.91912 0.86525 0.26 -0.20 -0.10
H -2.64073 -2.54142 -1.72624 0.06 -0.09 -0.03
H -3.70599 -2.42306 -0.32624 0.10 -0.04 0.00
H -2.97627 -0.98987 -0.99408 0.10 0.22 -0.15
H -1.76914 -2.95205 0.92264 0.01 -0.11 -0.02
H -0.68053 -2.47241 -0.37907 0.07 -0.04 -0.14
H -0.98118 -0.21706 0.16656 -0.17 0.24 -0.12
H -0.46625 -1.04610 1.48684 -0.04 0.00 0.10
H -2.03657 -0.53524 1.41057 -0.13 -0.11 -0.04
C 2.86028 1.76423 1.10010 -0.09 0.08 0.17
C 1.62083 1.13992 0.48067 -0.17 -0.32 0.17
C 1.35768 1.66011 -0.91365 -0.08 0.14 -0.19
S -0.06506 0.79783 -1.66442 0.29 -0.02 0.07
H 2.98695 1.42090 2.12574 0.08 -0.02 0.00
H 2.77207 2.84999 1.12818 0.01 0.03 -0.02
H 3.75556 1.51109 0.53934 0.08 -0.04 -0.06
H 1.73740 0.04867 0.44862 0.07 0.00 -0.03
H 0.75005 1.34699 1.11331 -0.01 0.09 0.03
H 2.22401 1.49369 -1.54391 0.12 0.02 -0.11
H 1.14301 2.72615 -0.87685 -0.01 0.01 -0.05
H -0.23532 1.58979 -2.72994 -0.17 -0.03 0.06
```
Forces are in eV/Å.

Computed properties:
E_HOMO   -12.98 eV
Lowest unoccupied orbital energy   -0.1184 Eh
Frontier orbital gap   0.3586 hartree
Net charge   +1



Summary of total energy in Ha
-460.06420, -364.23423, -364.17023, -439.25950, -762.23583, -329.85653, -329.84522, -631.13037, -619.22854, -652.80040
(order as listed above)
Summary of F_max in eV/Å
2.107, 1.121, 4.223, 3.815, 4.819, 2.513, 1.625, 1.993, 4.704, 0.398
(order as listed above)